{"formula": "C25H59F3NO18P4", "method": "ωB97M-V with the def2-TZVPD basis set", "total_charge": 1, "lumo_energy_ev": -3.05, "orbital_gap_ha": 0.3389, "species": ["C", "C", "O", "O", "C", "C", "C", "C", "N", "C", "C", "C", "C", "C", "C", "F", "F", "F", "C", "H", "H", "H", "H", "H", "H", "H", "H", "H", "H", "H", "H", "H", "H", "H", "H", "H", "H", "H", "H", "H", "H", "H", "C", "O", "P", "O", "O", "C", "O", "C", "H", "H", "H", "H", "H", "H", "H", "H", "H", "C", "O", "P", "O", "O", "C", "O", "C", "H", "H", "H", "H", "H", "H", "H", "H", "H", "C", "O", "P", "O", "O", "C", "O", "C", "H", "H", "H", "H", "H", "H", "H", "H", "H", "C", "O", "P", "O", "O", "C", "O", "C", "H", "H", "H", "H", "H", "H", "H", "H", "H"], "coordinates": [[0.203, -2.611, 1.060], [-0.843, -3.253, -0.033], [-1.603, -4.295, 0.378], [-1.062, -2.771, -1.410], [0.132, -2.950, -2.255], [0.850, -1.482, -2.479], [-0.263, -0.406, -3.079], [0.395, 1.119, -3.121], [0.112, 1.943, -1.885], [0.845, 3.289, -1.715], [1.380, 3.497, -0.163], [1.530, 1.944, 0.350], [2.986, 1.194, 0.299], [3.845, 1.482, -1.094], [4.816, 0.187, -1.517], [3.984, -0.874, -2.193], [5.799, 0.640, -2.570], [5.570, -0.366, -0.361], [0.258, 1.307, -0.505], [1.323, -2.980, 0.923], [-0.124, -2.958, 2.152], [0.209, -1.437, 1.089], [-0.214, -3.306, -3.337], [0.853, -3.780, -1.853], [1.334, -1.146, -1.468], [1.696, -1.593, -3.302], [-0.592, -0.799, -4.131], [-1.223, -0.350, -2.372], [-0.055, 1.620, -4.107], [1.565, 0.944, -3.263], [-0.918, 2.170, -1.964], [0.156, 4.232, -1.941], [1.747, 3.371, -2.457], [0.454, 3.887, 0.454], [2.362, 4.105, 0.029], [1.199, 1.752, 1.480], [3.710, 1.545, 1.181], [2.925, 0.008, 0.389], [3.168, 1.770, -2.004], [4.609, 2.378, -0.915], [-0.656, 1.821, 0.066], [-0.003, 0.174, -0.364], [-3.557, -1.522, 0.820], [-4.653, -1.141, 1.622], [-4.402, -0.848, 3.185], [-3.117, -0.158, 3.521], [-4.608, -2.281, 3.893], [-3.636, -3.280, 3.678], [-5.735, -0.050, 3.605], [-5.917, 0.219, 4.978], [-3.779, -1.261, -0.218], [-2.641, -1.007, 1.120], [-3.409, -2.603, 0.881], [-2.655, -2.850, 3.462], [-3.955, -3.910, 2.845], [-3.561, -3.898, 4.576], [-5.028, 0.693, 5.401], [-6.134, -0.710, 5.514], [-6.768, 0.896, 5.094], [4.836, -7.317, -5.029], [5.426, -6.639, -3.942], [4.859, -5.187, -3.536], [3.377, -5.011, -3.649], [5.733, -4.162, -4.421], [5.515, -4.125, -5.814], [5.461, -4.983, -2.058], [5.289, -3.714, -1.464], [5.005, -8.389, -4.903], [3.759, -7.138, -5.078], [5.305, -7.000, -5.964], [4.496, -4.426, -6.071], [6.231, -4.788, -6.303], [5.681, -3.105, -6.169], [4.240, -3.407, -1.506], [5.913, -2.976, -1.975], [5.599, -3.771, -0.418], [0.105, 4.346, 4.863], [1.287, 4.996, 5.275], [2.696, 4.247, 5.063], [2.830, 3.455, 3.800], [2.900, 3.400, 6.419], [2.066, 2.284, 6.644], [3.754, 5.448, 5.232], [5.121, 5.098, 5.269], [-0.659, 5.103, 4.667], [0.262, 3.766, 3.950], [-0.255, 3.690, 5.659], [1.716, 1.846, 5.706], [1.211, 2.597, 7.247], [2.629, 1.530, 7.198], [5.381, 4.464, 4.418], [5.347, 4.577, 6.204], [5.719, 6.012, 5.225], [-8.254, 0.652, -0.975], [-7.913, 1.690, -1.867], [-6.376, 1.844, -2.323], [-5.631, 0.566, -2.543], [-5.733, 2.823, -1.216], [-5.547, 2.326, 0.090], [-6.494, 2.797, -3.615], [-5.289, 3.274, -4.172], [-9.312, 0.412, -1.109], [-7.666, -0.250, -1.165], [-8.101, 0.982, 0.055], [-5.414, 1.241, 0.095], [-6.413, 2.595, 0.698], [-4.657, 2.792, 0.521], [-4.595, 2.449, -4.356], [-4.829, 4.003, -3.499], [-5.512, 3.767, -5.122]], "mulliken_charge": [-0.5327, 0.6382, -0.5716, -0.2657, -0.7571, 0.5580, -0.5693, -0.4217, 0.3024, -0.4899, -0.6704, 0.0849, -0.5078, -0.4179, 0.6999, -0.2308, -0.2767, -0.2485, -0.5581, 0.2748, 0.3024, 0.0500, 0.2936, 0.4029, -0.4226, 0.3049, 0.5263, 0.0257, 0.3151, 0.1886, 0.5294, 0.3290, 0.2699, 0.3118, 0.3195, 0.3277, 0.3404, 0.1968, -0.0634, 0.3428, 0.4049, -0.3498, -0.7249, -0.2790, 0.9808, -0.6296, -0.4223, -0.5800, -0.2699, -0.7386, 0.3698, 0.3460, 0.3024, 0.2474, 0.2397, 0.3048, 0.3365, 0.2817, 0.2226, -0.6635, -0.3716, 1.0974, -0.5603, -0.3039, -0.7267, -0.4155, -0.5140, 0.2455, 0.3171, 0.2716, 0.3785, 0.2452, 0.2657, 0.1367, 0.2839, 0.3246, -0.4564, -0.3341, 0.9216, -0.3443, -0.3584, -0.5950, -0.3793, -0.6193, 0.2716, 0.0991, 0.2779, 0.2775, 0.2390, 0.2602, 0.2474, 0.2738, 0.2377, -0.6152, -0.3724, 1.1710, -0.6333, -0.3936, -0.5330, -0.3810, -0.6375, 0.2708, 0.3242, 0.2435, 0.1541, 0.2938, 0.3229, 0.2752, 0.2636, 0.2442]}



{"formula": "C25H59F3O21S6", "method": "ωB97M-V with the def2-TZVPD basis set", "total_charge": 0, "lumo_energy_ev": 0.26, "smiles": "CCCO[C@@H](C)OC(=O)C(F)(F)F.CCOS(C)(=O)=O.CCOS(C)(=O)=O.CCOS(C)(=O)=O.CCOS(C)(=O)=O.CCOS(C)(=O)=O.CCOS(C)(=O)=O", "orbital_gap_ha": 0.3943, "species": ["C", "C", "C", "O", "C", "C", "O", "C", "O", "C", "F", "F", "F", "H", "H", "H", "H", "H", "H", "H", "H", "H", "H", "H", "C", "C", "O", "S", "C", "O", "O", "H", "H", "H", "H", "H", "H", "H", "H", "C", "C", "O", "S", "C", "O", "O", "H", "H", "H", "H", "H", "H", "H", "H", "C", "C", "O", "S", "C", "O", "O", "H", "H", "H", "H", "H", "H", "H", "H", "C", "C", "O", "S", "C", "O", "O", "H", "H", "H", "H", "H", "H", "H", "H", "C", "C", "O", "S", "C", "O", "O", "H", "H", "H", "H", "H", "H", "H", "H", "C", "C", "O", "S", "C", "O", "O", "H", "H", "H", "H", "H", "H", "H", "H"], "coordinates": [[11.542, 0.761, 0.140], [11.385, 0.460, -1.346], [10.060, -0.261, -1.694], [9.366, -0.660, -0.520], [8.018, -0.838, -0.741], [7.377, -1.636, 0.379], [7.311, 0.376, -1.068], [7.289, 1.291, -0.123], [7.815, 1.276, 0.923], [6.433, 2.531, -0.501], [6.189, 2.531, -1.786], [5.299, 2.460, 0.171], [7.017, 3.633, -0.171], [11.664, -0.138, 0.736], [10.752, 1.383, 0.549], [12.473, 1.321, 0.256], [12.224, -0.138, -1.696], [11.420, 1.388, -1.913], [9.482, 0.431, -2.303], [10.291, -1.159, -2.276], [7.934, -1.462, -1.635], [6.313, -1.411, 0.418], [7.442, -2.694, 0.159], [7.825, -1.386, 1.335], [-0.181, 0.307, -2.566], [-0.155, 1.818, -2.419], [1.157, 2.299, -2.080], [2.241, 2.403, -3.247], [3.416, 3.371, -2.364], [1.690, 3.173, -4.320], [2.795, 1.107, -3.483], [0.389, -0.012, -3.438], [-1.206, -0.047, -2.683], [0.264, -0.172, -1.694], [-0.522, 2.310, -3.321], [-0.807, 2.111, -1.597], [2.976, 4.340, -2.137], [4.287, 3.492, -3.001], [3.685, 2.844, -1.457], [-4.738, -1.258, 0.709], [-4.755, -2.771, 0.695], [-4.942, -3.284, -0.641], [-3.695, -3.271, -1.623], [-4.372, -4.335, -2.851], [-2.590, -3.922, -0.983], [-3.546, -1.958, -2.177], [-3.851, -0.878, 0.202], [-4.734, -0.881, 1.732], [-5.609, -0.860, 0.188], [-3.844, -3.180, 1.138], [-5.591, -3.134, 1.282], [-4.529, -5.318, -2.415], [-3.654, -4.392, -3.667], [-5.309, -3.910, -3.204], [-7.455, 4.542, -2.774], [-7.453, 3.029, -2.675], [-6.122, 2.496, -2.557], [-5.406, 2.580, -1.134], [-4.089, 1.467, -1.486], [-6.270, 2.000, -0.150], [-4.875, 3.895, -0.960], [-7.133, 4.998, -1.838], [-8.458, 4.904, -3.001], [-6.770, 4.877, -3.553], [-8.071, 2.684, -1.844], [-7.867, 2.600, -3.586], [-4.502, 0.478, -1.670], [-3.432, 1.442, -0.619], [-3.547, 1.827, -2.357], [-0.693, -5.153, 1.139], [0.200, -3.931, 1.127], [1.043, -3.855, 2.296], [2.339, -4.778, 2.349], [3.117, -3.979, 3.713], [3.113, -4.557, 1.166], [1.958, -6.098, 2.742], [-0.111, -6.069, 1.029], [-1.406, -5.103, 0.319], [-1.236, -5.226, 2.082], [0.809, -3.893, 0.222], [-0.412, -3.031, 1.141], [3.362, -2.959, 3.430], [4.024, -4.535, 3.944], [2.440, -3.997, 4.563], [-11.206, -1.967, 0.584], [-10.592, -2.676, 1.775], [-10.172, -4.016, 1.451], [-8.807, -4.198, 0.652], [-8.626, -5.930, 0.915], [-7.769, -3.500, 1.349], [-9.043, -3.962, -0.738], [-10.459, -1.768, -0.185], [-11.637, -1.014, 0.892], [-11.984, -2.581, 0.130], [-9.755, -2.109, 2.187], [-11.334, -2.778, 2.565], [-8.496, -6.112, 1.979], [-7.744, -6.253, 0.365], [-9.511, -6.436, 0.538], [3.699, 4.791, 1.168], [3.797, 4.298, 2.598], [4.092, 5.362, 3.519], [2.900, 6.332, 3.946], [3.717, 7.094, 5.309], [1.812, 5.538, 4.428], [2.702, 7.306, 2.919], [2.827, 5.430, 1.030], [3.613, 3.952, 0.484], [4.579, 5.379, 0.903], [2.887, 3.778, 2.901], [4.619, 3.588, 2.686], [3.912, 6.341, 6.067], [3.051, 7.861, 5.699], [4.642, 7.543, 4.956]], "mulliken_charge": [-1.0395, -0.5005, -0.4284, -0.3423, 0.4683, -1.4967, -0.2624, 0.2591, -0.4850, 1.0306, -0.2939, -0.3139, -0.2741, 0.2751, 0.2252, 0.3932, 0.3107, 0.2955, 0.2785, 0.3588, 0.4108, 0.3771, 0.4123, 0.3462, -0.8710, -0.3611, -0.2366, 1.2065, -0.7498, -0.6706, -0.6076, 0.3566, 0.2833, 0.2825, 0.3704, 0.1400, 0.3931, 0.4495, -0.0371, -0.8705, -0.0342, -0.1147, 0.9350, -1.0674, -0.6213, -0.5272, 0.0980, 0.4750, 0.2293, 0.2041, 0.1564, 0.3456, 0.3747, 0.3637, -1.0062, -0.3678, -0.2619, 1.2089, -0.9250, -0.6342, -0.6230, 0.3022, 0.3910, 0.2647, 0.3398, 0.2792, 0.2039, 0.4396, 0.4059, -0.8220, -0.2969, -0.2794, 1.2266, -0.9501, -0.6363, -0.6096, 0.4028, 0.2584, 0.2623, 0.3260, 0.1932, 0.3115, 0.3694, 0.3231, -0.9732, -0.3316, -0.3067, 1.3039, -1.0019, -0.6691, -0.6320, 0.2834, 0.3898, 0.2674, 0.2985, 0.2846, 0.3268, 0.3579, 0.3513, -0.4551, -0.5444, -0.2732, 1.2248, -0.9352, -0.6403, -0.6075, 0.4734, -0.0685, 0.2910, 0.3550, 0.2376, 0.3139, 0.3721, 0.3123]}



no.,E_HOMO (eV),energy (Ha)
1,-12.272,-4061.91271
2,-10.471,-5256.64751